Here is one molecule with the formula C19H24N4O5 from the OMol25 dataset. Energies are from ωB97M-V/def2-TZVPD.

Geometry as XYZ:
```
52
Properties=species:S:1:pos:R:3:lowdin_charge:R:1
O -0.484 0.215 5.388 0.049
O 1.918 0.513 1.495 0.080
O -0.779 2.165 -1.370 0.057
O -2.955 0.926 1.267 0.065
O 3.323 0.864 3.184 0.121
C -1.559 0.670 5.068 -0.545
C 2.131 1.044 2.571 -0.463
C -1.476 1.242 -1.774 -0.454
C -1.761 0.636 1.355 -0.431
C 1.559 -0.371 -1.759 -0.045
C 0.617 -1.292 -2.083 -0.135
C 1.824 -4.389 -4.163 -0.091
C 3.193 -4.059 -4.107 -0.098
C 0.895 -3.544 -3.504 -0.018
C 3.641 -2.871 -3.485 -0.021
C 1.299 -2.365 -2.823 -0.114
C 2.682 -2.053 -2.873 -0.199
N 2.772 -0.872 -2.157 0.071
N -2.063 1.291 -2.978 0.015
N -1.061 0.045 0.380 0.145
N -1.870 1.055 3.805 0.103
C -2.636 0.972 6.105 -0.005
C -2.019 2.420 -3.867 -0.068
C 1.235 2.088 3.235 -0.071
C -0.894 -1.273 -1.747 -0.067
C -0.125 2.195 2.531 -0.111
C -1.576 -0.079 -0.994 -0.184
C -0.991 0.922 2.632 -0.200
H 3.772 0.213 2.645 0.116
H 1.384 0.514 -1.172 0.114
H 1.489 -5.297 -4.599 0.082
H 3.950 -4.693 -4.587 0.099
H -0.111 -3.874 -3.565 0.087
H 4.685 -2.598 -3.480 0.098
H 3.612 -0.374 -1.988 0.140
H -2.625 0.490 -3.216 0.134
H -0.072 -0.008 0.541 0.108
H -2.786 1.442 3.653 0.135
H -3.533 0.395 5.859 0.081
H -2.244 0.746 7.111 0.086
H -2.858 2.060 6.119 0.087
H -1.072 2.439 -4.397 0.086
H -2.828 2.334 -4.597 0.084
H -2.251 3.377 -3.357 0.099
H 1.727 3.021 3.130 0.115
H 1.131 1.948 4.302 0.116
H -1.415 -1.359 -2.705 0.107
H -1.182 -2.147 -1.205 0.109
H 0.078 2.436 1.487 0.113
H -0.734 3.061 2.845 0.135
H -2.628 -0.316 -1.000 0.142
H -0.327 0.096 2.842 0.143
```

Its HOMO energy is -7.9 eV. Its electronic energy is -1333.73060 Eh. The value obtained for the strongest force on any atom is 0.05190 hartree/bohr. Its charge is 0. The value obtained for the energy above the lowest of the compared OMol25 structures with the same formula, charge and spin is 1.0288 eV.



Here is C40H36N4O6PRuS4 as an isolated structure from the OMol25 dataset. Energies are from ωB97M-V/def2-TZVPD.

Geometry as XYZ:
```
92
Properties=species:S:1:pos:R:3:lowdin_spin:R:1
Ru 0.548 0.115 0.032 0.801
O 0.838 -1.974 -0.662 -0.001
C 1.356 -2.916 0.268 0.001
C 2.353 -2.247 1.164 0.004
C 3.394 -2.949 1.751 0.001
C 4.215 -2.302 2.658 0.001
C 3.965 -0.969 2.948 0.001
C 2.923 -0.335 2.296 0.003
N 2.140 -0.951 1.409 0.032
H -0.107 -2.271 -0.792 0.000
H 1.805 -3.757 -0.265 0.000
H 0.539 -3.315 0.880 0.000
H 3.544 -3.991 1.503 0.000
H 5.033 -2.829 3.131 0.000
H 4.571 -0.418 3.653 0.000
H 2.707 0.711 2.471 0.000
C -1.741 -2.931 -4.537 -0.001
C -0.370 -2.774 -4.435 0.000
C 0.158 -1.685 -3.755 -0.001
C -0.685 -0.747 -3.165 -0.001
C -2.068 -0.916 -3.273 -0.001
C -2.590 -1.999 -3.958 0.000
P 0.037 0.629 -2.224 0.002
C -0.571 2.162 -3.010 0.001
C 0.038 3.368 -2.662 0.000
C -0.320 4.542 -3.303 0.000
C -1.279 4.532 -4.305 0.000
C -1.865 3.334 -4.679 0.000
C -1.513 2.155 -4.038 0.000
C 1.807 0.636 -2.440 0.000
C 2.675 0.801 -3.513 -0.001
C 4.031 0.784 -3.249 0.001
C 4.470 0.610 -1.936 0.000
C 3.591 0.442 -0.877 0.002
C 2.209 0.446 -1.115 -0.004
H -2.151 -3.792 -5.048 0.000
H 0.295 -3.506 -4.872 0.000
H 1.231 -1.576 -3.666 0.000
H -2.739 -0.211 -2.802 0.000
H -3.664 -2.126 -4.022 0.000
H 0.796 3.390 -1.893 0.000
H 0.158 5.469 -3.016 0.000
H -1.556 5.452 -4.804 0.000
H -2.596 3.310 -5.477 0.000
H -1.962 1.233 -4.367 0.000
H 2.296 0.961 -4.516 0.000
H 4.749 0.918 -4.047 0.000
H 5.535 0.609 -1.735 0.000
H 4.005 0.335 0.116 0.000
O 1.811 3.030 7.389 0.000
C 1.153 3.536 6.261 0.000
N 0.836 2.508 5.288 0.000
C 0.023 1.494 5.643 0.000
O -0.439 1.398 6.776 0.000
C -0.283 0.460 4.601 0.002
C -0.823 -0.755 4.993 -0.002
C -1.099 -1.700 4.020 0.002
C -0.820 -1.399 2.700 0.003
N -0.290 -0.236 2.311 0.051
C -0.050 0.678 3.248 0.002
H 1.195 2.403 7.788 0.000
H 1.826 4.244 5.781 0.000
H 0.230 4.050 6.548 0.000
H 1.252 2.551 4.367 0.000
H -1.023 -0.932 6.042 0.000
H -1.528 -2.660 4.271 0.000
H -1.047 -2.107 1.911 0.000
H 0.344 1.615 2.879 0.000
C 2.919 5.125 -0.244 0.000
O 1.830 4.199 -0.292 0.000
C 1.692 3.294 0.673 -0.002
S 2.732 3.255 1.960 -0.002
S 0.191 2.414 0.448 -0.008
H 2.741 5.807 -1.071 0.000
H 3.862 4.596 -0.371 0.000
H 2.925 5.652 0.709 0.000
O -2.257 -4.779 -1.883 0.000
S -2.497 -4.170 -0.607 0.000
O -2.172 -4.920 0.575 0.000
N -1.760 -2.696 -0.517 0.000
C -2.610 -1.720 -0.300 0.014
S -2.190 -0.122 -0.011 0.089
C -4.040 -2.154 -0.323 0.005
C -5.185 -1.384 -0.197 0.002
C -6.413 -2.027 -0.267 0.000
C -6.494 -3.406 -0.446 0.000
C -5.346 -4.180 -0.561 0.000
C -4.136 -3.521 -0.501 0.001
H -5.109 -0.315 -0.052 0.002
H -7.324 -1.450 -0.177 0.000
H -7.465 -3.881 -0.493 0.000
H -5.398 -5.252 -0.697 0.000
```

Its HOMO energy (spin up / spin down) is -7.5 / -7.6 eV. Its electronic energy is -4245.37082 Eh. The value obtained for the strongest force on any atom is 0.01170 hartree/bohr. Its spin multiplicity is 2. Its charge is 0. The value obtained for the energy above the lowest of the compared OMol25 structures with the same formula, charge and spin is 0.3043 eV.